1.
C7H11NO | wB97M-V/def2-TZVPD

The calculation puts the energy above the lowest of the compared OMol25 structures with the same formula, charge and spin at 106.4 kcal/mol. The calculation puts the total energy at -10970.664 eV. For the molar mass, the calculation gives 125.17 g mol⁻¹. For the LUMO energy (alpha / beta), the calculation gives 0.3709 / -0.1048 eV.

CARTESIAN COORDINATES (ANGSTROEM)
C  3.288  0.507  0.259
C  3.118  -0.877  0.131
C  0.682  -0.952  -0.113
C  -0.376  -2.050  -0.006
C  -0.969  0.715  -1.139
C  0.268  1.198  1.135
C  0.330  0.484  -0.165
N  3.512  1.653  0.212
O  1.903  -1.398  -0.032
H  3.907  -1.592  0.197
H  0.031  -2.883  0.554
H  -0.503  -2.484  -0.948
H  -1.322  -1.734  0.359
H  -1.101  1.713  -1.174
H  -1.801  -0.007  -1.085
H  -0.676  0.456  -2.145
H  1.228  1.532  1.329
H  0.073  0.438  1.859
H  -0.512  2.006  1.216
H  1.168  0.989  -0.819

For reference, the Löwdin charges in units of e are:
1 C -0.273
2 C -0.129
3 C -0.238
4 C 0.011
5 C -0.021
6 C -0.053
7 C -0.338
8 N 0.133
9 O 0.027
10 H 0.098
11 H 0.088
12 H 0.067
13 H 0.076
14 H 0.028
15 H 0.076
16 H 0.068
17 H 0.028
18 H 0.080
19 H 0.112
20 H 0.158

***

2.
C7H11NO2 | wB97M-V/def2-TZVPD

The calculation puts the energy above the lowest of the compared OMol25 structures with the same formula, charge and spin at 58.4 kcal/mol. The calculation puts the total energy at -13020.751 eV. For the molar mass, the calculation gives 141.17 g mol⁻¹. For the LUMO energy, the calculation gives 0.3962 eV.

CARTESIAN COORDINATES (ANGSTROEM)
C  1.651  0.969  -0.023
C  1.363  -0.251  -0.576
C  0.713  1.748  0.787
C  -0.750  1.300  0.446
C  -0.037  -0.840  -0.668
C  -0.969  -0.218  0.406
C  -0.804  -0.782  1.794
N  -0.414  -0.559  -2.113
O  2.266  -0.946  -1.277
O  0.975  2.805  1.324
H  2.598  1.308  -0.088
H  -1.584  1.650  1.074
H  -0.970  1.607  -0.639
H  -0.146  -2.025  -0.522
H  -1.937  -0.350  0.128
H  0.314  -1.213  1.913
H  -1.343  -1.616  2.130
H  -0.972  -0.072  2.635
H  2.024  -1.295  -2.108
H  -1.105  0.189  -2.228
H  -0.874  -1.409  -2.397

For reference, the Löwdin charges in units of e are:
1 C 0.067
2 C -0.267
3 C -0.376
4 C -0.080
5 C -0.260
6 C -0.367
7 C -0.064
8 N 0.056
9 O 0.081
10 O 0.078
11 H 0.086
12 H 0.123
13 H 0.138
14 H 0.189
15 H 0.098
16 H 0.136
17 H 0.043
18 H 0.094
19 H 0.089
20 H 0.075
21 H 0.061

***

3.
C7H11NO2 | wB97M-V/def2-TZVPD

The calculation puts the energy above the lowest of the compared OMol25 structures with the same formula, charge and spin at 143.9 kcal/mol. The calculation puts the total energy at -13017.042 eV. For the molar mass, the calculation gives 141.17 g mol⁻¹. For the LUMO energy, the calculation gives 0.9138 eV.

CARTESIAN COORDINATES (ANGSTROEM)
C  -1.808  0.587  1.413
C  -1.739  1.033  0.219
C  -0.194  -1.198  0.116
C  -1.544  -0.482  0.415
C  -2.736  -1.249  -0.161
C  2.294  -1.409  0.314
C  1.617  1.762  0.262
N  1.030  -0.644  0.392
O  -0.310  -2.267  -0.491
O  1.150  0.646  1.078
H  -2.123  0.684  2.418
H  -1.928  1.479  -0.758
H  -3.623  -0.750  -0.069
H  -2.862  -2.281  0.207
H  -2.633  -1.261  -1.254
H  1.990  -2.539  0.115
H  2.946  -1.058  -0.445
H  2.699  -1.385  1.358
H  2.386  1.399  -0.474
H  1.984  2.569  0.868
H  0.757  2.124  -0.352

For reference, the Löwdin charges in units of e are:
1 C 0.016
2 C 0.029
3 C -0.364
4 C -0.325
5 C -0.049
6 C -0.016
7 C -0.056
8 N -0.085
9 O 0.030
10 O -0.156
11 H 0.097
12 H 0.125
13 H 0.039
14 H 0.091
15 H 0.090
16 H 0.132
17 H 0.057
18 H 0.099
19 H 0.093
20 H 0.077
21 H 0.076

***

4.
C7H11NO2 | wB97M-V/def2-TZVPD

The calculation puts the energy above the lowest of the compared OMol25 structures with the same formula, charge and spin at 148.8 kcal/mol. The calculation puts the total energy at -13016.829 eV. For the molar mass, the calculation gives 141.17 g mol⁻¹. For the LUMO energy, the calculation gives 0.8803 eV.

CARTESIAN COORDINATES (ANGSTROEM)
C  3.460  -0.179  0.789
C  2.481  0.444  0.497
C  0.189  -0.616  0.288
C  0.782  -1.982  0.528
C  0.928  1.220  -1.340
C  -3.039  0.594  0.428
C  1.110  0.729  0.153
N  -1.067  -0.523  0.364
O  0.612  1.646  1.067
O  -1.691  0.718  0.318
H  4.505  -0.387  1.114
H  1.788  -1.931  -0.009
H  -0.010  -2.767  0.471
H  1.138  -2.201  1.622
H  -0.192  1.180  -1.631
H  1.139  2.338  -1.327
H  1.583  0.609  -2.049
H  -3.280  -0.125  1.321
H  -3.503  0.134  -0.371
H  -3.344  1.598  0.834
H  -0.176  2.146  0.685

For reference, the Löwdin charges in units of e are:
1 C 0.129
2 C -0.079
3 C -0.242
4 C -0.050
5 C -0.012
6 C -0.127
7 C -0.528
8 N 0.091
9 O -0.017
10 O -0.221
11 H 0.066
12 H 0.079
13 H 0.086
14 H 0.113
15 H 0.099
16 H 0.099
17 H 0.107
18 H 0.115
19 H 0.051
20 H 0.112
21 H 0.132

***

5.
C7H11NO2S | wB97M-V/def2-TZVPD

The calculation puts the energy above the lowest of the compared OMol25 structures with the same formula, charge and spin at 117.3 kcal/mol. The calculation puts the total energy at -23851.832 eV. For the molar mass, the calculation gives 173.24 g mol⁻¹. For the LUMO energy (alpha / beta), the calculation gives -0.1818 / -0.1819 eV.

CARTESIAN COORDINATES (ANGSTROEM)
C  1.402  -1.466  1.274
C  -0.098  -0.054  -0.282
C  0.988  -0.209  0.753
C  -0.001  -1.335  -2.405
C  0.772  -1.400  3.595
C  -0.972  3.585  -1.252
C  -0.678  -1.229  -1.020
N  -0.181  1.156  -0.668
O  1.895  0.667  0.954
O  1.545  -1.986  2.428
S  -1.228  1.818  -1.795
H  -0.866  -1.738  -3.008
H  0.840  -2.110  -2.289
H  0.133  -0.279  -2.751
H  1.284  -0.498  3.943
H  0.843  -2.093  4.361
H  -0.244  -1.061  3.103
H  0.095  3.679  -0.954
H  -1.528  3.661  -0.238
H  -1.654  4.096  -1.965
H  -0.610  -2.128  -0.499
H  -1.736  -1.077  -1.287

For reference, the Löwdin charges in units of e are:
1 C 0.022
2 C -0.336
3 C -0.378
4 C -0.093
5 C 0.034
6 C -0.365
7 C -0.230
8 N -0.274
9 O 0.021
10 O -0.057
11 S 0.827
12 H 0.082
13 H 0.107
14 H 0.048
15 H 0.093
16 H 0.057
17 H 0.142
18 H 0.045
19 H 0.050
20 H 0.026
21 H 0.077
22 H 0.103

***

6.
C7H11NO5 | wB97M-V/def2-TZVPD

The calculation puts the energy above the lowest of the compared OMol25 structures with the same formula, charge and spin at 106.0 kcal/mol. The calculation puts the total energy at -19160.419 eV. For the molar mass, the calculation gives 189.17 g mol⁻¹. For the LUMO energy, the calculation gives 0.5841 eV.

CARTESIAN COORDINATES (ANGSTROEM)
C  0.013  0.203  -2.809
C  0.659  1.126  0.876
C  -1.066  -0.852  1.027
C  0.122  1.719  -3.063
C  2.851  0.948  2.010
C  -3.040  -2.207  0.932
C  -0.511  0.317  0.548
N  -0.531  -0.829  -2.818
O  -0.835  -1.992  -2.658
O  0.948  2.231  0.452
O  -0.553  -1.673  2.003
O  1.505  0.436  1.690
O  -2.108  -1.323  0.385
H  0.151  -1.263  2.537
H  0.490  1.944  -2.003
H  -0.843  2.196  -3.079
H  0.911  1.968  -3.691
H  2.934  0.996  3.073
H  2.779  1.978  1.621
H  3.534  0.184  1.598
H  -2.999  -3.235  0.456
H  -3.970  -1.784  0.556
H  -3.076  -2.206  2.015
H  -1.175  0.793  -0.114

For reference, the Löwdin charges in units of e are:
1 C -0.012
2 C -0.497
3 C -0.347
4 C -0.017
5 C 0.004
6 C -0.050
7 C 0.056
8 N -0.148
9 O -0.019
10 O 0.060
11 O 0.110
12 O -0.092
13 O -0.034
14 H 0.122
15 H 0.074
16 H 0.075
17 H 0.044
18 H 0.071
19 H 0.090
20 H 0.102
21 H 0.122
22 H 0.093
23 H 0.094
24 H 0.101

***

7.
C7H11O | wB97M-V/def2-TZVPD

The calculation puts the energy above the lowest of the compared OMol25 structures with the same formula, charge and spin at 13.6 kcal/mol. Its net charge is -1. The calculation puts the total energy at -9482.513 eV. For the molar mass, the calculation gives 111.16 g mol⁻¹. For the LUMO energy, the calculation gives 3.4349 eV.

CARTESIAN COORDINATES (ANGSTROEM)
C  -0.186  2.289  -1.396
O  0.539  3.410  -1.552
C  0.106  1.722  0.037
C  -0.529  0.452  0.612
C  -0.133  -0.896  0.036
C  0.390  -1.047  -1.178
C  0.510  -2.638  1.740
C  -0.346  -2.103  0.899
H  -1.269  2.435  -1.518
H  0.037  1.578  -2.282
H  1.207  1.782  0.188
H  -0.220  2.591  0.632
H  -1.613  0.550  0.556
H  -0.285  0.418  1.690
H  0.405  -0.243  -1.901
H  0.893  -1.943  -1.528
H  0.341  -3.589  2.261
H  1.460  -2.212  2.055
H  -1.308  -2.557  0.650

For reference, the Löwdin charges in units of e are:
1 C -0.571
2 O -0.388
3 C -0.220
4 C -0.188
5 C -0.326
6 C 0.052
7 C -0.018
8 C -0.171
9 H 0.064
10 H 0.070
11 H 0.106
12 H 0.092
13 H 0.104
14 H 0.104
15 H 0.031
16 H 0.054
17 H 0.043
18 H 0.057
19 H 0.103

***

8.
C7H11O6PS2 | wB97M-V/def2-TZVPD

The calculation puts the total energy at -50679.782 eV. For the molar mass, the calculation gives 286.27 g mol⁻¹. For the LUMO energy, the calculation gives -1.3927 eV.

CARTESIAN COORDINATES (ANGSTROEM)
C  -1.913  -1.669  -1.890
C  -0.514  -1.982  -2.609
C  0.581  -1.048  -2.719
P  0.713  0.727  -2.096
O  1.969  1.624  -2.839
O  -0.799  1.547  -2.110
S  1.215  0.584  -0.201
C  1.642  -1.976  -3.476
O  2.651  -1.411  -3.951
O  1.289  -3.376  -3.462
C  -0.140  -3.413  -3.263
O  -0.901  -4.375  -3.512
H  -2.296  -0.612  -2.156
H  -2.712  -2.434  -2.192
H  -1.706  -1.681  -0.763
H  2.058  1.405  -3.797
H  -1.024  1.870  -3.015
C  0.838  2.682  4.439
S  0.728  0.886  4.283
O  0.861  0.555  2.833
C  -1.024  0.768  4.707
H  1.851  2.991  4.180
H  0.128  3.160  3.761
H  0.624  2.972  5.470
H  -1.617  1.365  4.011
H  -1.176  1.120  5.729
H  -1.326  -0.277  4.636

For reference, the Löwdin charges in units of e are:
1 C -0.042
2 C -0.094
3 C -0.149
4 P 0.367
5 O -0.245
6 O -0.258
7 S 0.342
8 C -0.318
9 O 0.087
10 O 0.087
11 C -0.270
12 O 0.113
13 H 0.081
14 H 0.090
15 H 0.103
16 H 0.073
17 H 0.077
18 C -0.272
19 S 0.810
20 O -0.622
21 C -0.274
22 H 0.050
23 H 0.058
24 H 0.050
25 H 0.057
26 H 0.050
27 H 0.049